Here is a cluster of 11 separate species, C4H32N2O10 in total from the Open Molecules 2025 dataset. Energies are from wB97M-V/def2-TZVPD.

Each line ends with the Löwdin charge.
Element x y z (Å)
C -1.17099 -0.98279 3.35735  -0.19
N -0.94817 -1.15318 1.94562  -0.14
C -2.00556 -2.01424 1.27802  -0.17
C -1.33446 -2.44980 -0.07003  -0.36
C -2.12365 -3.70630 -0.71724  -0.08
N -1.36306 -1.48395 -1.20179  0.07
H -1.77393 -1.91137 3.71630  0.09
H -0.29649 -1.02772 4.06244  0.07
H -1.63442 -0.09813 3.83386  0.06
H -0.79386 -0.24341 1.56073  0.02
H -2.20648 -2.93471 2.01938  0.15
H -2.86398 -1.40578 1.10519  0.09
H -0.24389 -2.67478 0.18277  0.14
H -1.52050 -4.19158 -1.53577  0.07
H -3.20572 -3.50005 -0.81535  0.07
H -2.14962 -4.64628 -0.10656  0.06
H -1.03053 -0.65545 -1.21596  -0.06
H -2.24709 -1.57522 -1.61809  0.06
O 1.11028 0.84587 -4.23491  -0.04
H 1.21944 0.83285 -3.31485  -0.08
H 1.99489 0.51410 -4.51126  0.07
O 2.03144 2.84900 -2.10906  -0.04
H 2.83205 2.54949 -2.53582  0.06
H 1.73041 3.69529 -2.42678  0.06
O -0.27241 3.60451 -0.11598  -0.02
H -1.15401 3.74372 -0.37057  0.04
H 0.06066 4.29176 -0.69158  0.06
O -0.25057 1.23317 -1.63164  -0.02
H 0.32336 1.82935 -1.12461  0.00
H 0.41429 0.71829 -1.97204  -0.06
O 0.25462 1.02761 1.26324  -0.04
H 0.97097 1.20408 1.93054  0.08
H -0.05988 1.74995 0.76999  -0.03
O 2.77166 0.25729 -1.68971  -0.13
H 2.05077 1.05654 -1.56710  0.06
H 2.72191 -0.20217 -0.76975  0.05
O -1.78770 2.97436 1.90038  0.05
H -2.66150 3.02758 1.79052  -0.01
H -1.69650 2.17148 1.50536  -0.03
O 0.87559 -2.58218 -2.76320  -0.03
H 0.34573 -3.08950 -3.36121  0.02
H 0.35079 -1.83412 -2.66511  -0.04
O 2.49266 2.22829 3.43276  -0.01
H 3.12500 2.82405 3.07601  0.03
H 1.62720 2.56097 3.56368  0.02
O 2.85802 -1.07610 0.98233  0.00
H 2.51144 -1.58405 0.33145  -0.03
H 2.12181 -0.76678 1.52807  0.04

## Properties
F_max ... 8.197 eV/Å
E_LUMO ... -0.0045 Ha
SMILES string ... CNC[C@@H](C)N.O.O.O.O.O.O.O.O.O.O
Energy above the lowest of the compared OMol25 structures with the same formula, charge and spin ... 470.1 kJ/mol
Kohn-Sham gap ... 8.1 eV
Highest occupied orbital energy ... -8.24 eV
Total charge ... 0